# 1
The following is a quantum chemistry calculation of a 2-piece molecular cluster, C22H25N2O3 overall at a distorted geometry, from the Open Molecules 2025 dataset.

Atoms and positions in Å:
C (-5.532540, 3.074368, -5.164844)
O (-5.329184, 2.720843, -3.786464)
C (-4.101879, 2.544942, -3.232565)
C (-4.104408, 2.319370, -1.823619)
C (-2.912832, 2.137539, -1.156336)
C (-1.693073, 2.160399, -1.849657)
C (-0.441700, 1.643337, -1.149485)
O (0.751520, 1.941738, -1.859236)
C (1.955953, 1.728998, -1.088912)
C (-1.677225, 2.487305, -3.209978)
C (-2.867874, 2.643734, -3.923058)
H (-6.611600, 3.181670, -5.233217)
H (-5.053114, 4.032700, -5.416778)
H (-5.207852, 2.269557, -5.842730)
H (-5.068728, 2.278588, -1.320903)
H (-2.909413, 1.974773, -0.068497)
H (-0.385975, 1.972715, -0.086893)
H (2.784822, 1.895413, -1.780701)
H (2.038768, 2.476036, -0.276175)
H (2.032296, 0.709265, -0.643579)
H (-0.729897, 2.605771, -3.743176)
H (-2.824732, 2.842808, -4.998589)
H (-0.578588, 0.568088, -1.148332)
C (0.017887, -2.715363, -0.368378)
H (-0.723339, -2.494168, -1.145267)
C (1.354425, -2.871216, -0.733027)
C (2.329279, -2.988492, 0.257029)
N (1.961201, -3.095098, 1.550890)
C (2.968193, -3.212084, 2.634478)
C (3.317025, -1.866855, 3.190522)
C (2.622601, -1.362022, 4.289864)
C (2.888021, -0.063611, 4.736104)
C (3.871834, 0.711249, 4.102865)
C (4.566020, 0.190635, 3.003231)
C (4.331818, -1.120376, 2.577872)
C (0.667641, -2.903716, 1.945710)
C (-0.326362, -2.679155, 0.996062)
C (-1.601291, -2.125521, 1.562481)
N (-2.544273, -1.631550, 0.696036)
O (-1.737502, -2.027405, 2.781738)
H (1.681150, -2.924841, -1.777116)
H (3.405660, -2.957952, 0.050909)
H (2.510862, -3.838123, 3.399828)
H (3.848956, -3.702861, 2.216659)
H (1.826021, -1.968416, 4.737344)
H (2.329514, 0.337029, 5.582724)
H (4.090528, 1.722354, 4.463755)
H (5.306039, 0.795706, 2.476602)
H (4.865090, -1.554392, 1.728625)
H (0.566596, -2.750023, 3.026028)
H (-2.515591, -1.804432, -0.297599)
H (-3.410750, -1.309258, 1.117754)

Atoms 1-6, force components in eV/Å:
0.3 -0.2 0.5
-0.1 -0.1 -0.1
0.7 0.3 0.2
-0.2 0.1 -1.2
0.4 -0.2 0.1
0.4 0.2 -0.2

relative energy (zero: lowest compared OMol25 entry of this formula, charge and spin) = 18.3 kcal per mole
net charge = +1
HOMO level = -10.0025 eV
calculated total energy = -1188.2966 Ha
LUMO energy = -4.5 eV
HOMO-LUMO gap = 0.201 Eh


# 2
The following is a quantum chemistry calculation of the molecule C22H25N3O2, from the Open Molecules 2025 dataset.

Atoms and positions in Å:
C (-7.096383, -0.696794, 0.083016)
O (-6.266377, 0.368963, -0.304387)
C (-4.923765, 0.284456, -0.061648)
C (-4.305923, -0.809211, 0.568798)
C (-2.947624, -0.833464, 0.786913)
C (-2.172116, 0.248668, 0.374375)
C (-0.788487, 0.554157, 0.436771)
C (-0.621577, 1.788960, -0.141551)
C (0.570475, 2.554333, -0.540950)
O (0.551903, 3.209916, -1.576165)
N (1.678715, 2.489343, 0.236305)
C (2.962274, 2.879618, -0.298754)
C (3.910050, 1.647290, -0.252080)
N (3.304209, 0.489396, 0.367064)
C (2.546820, -0.397896, -0.428958)
C (1.973202, -0.012928, -1.637746)
C (1.195373, -0.897060, -2.358528)
C (0.974846, -2.173924, -1.881570)
C (1.589816, -2.601678, -0.712948)
C (1.382679, -4.010224, -0.239580)
C (2.407967, -1.726873, 0.002923)
C (3.168172, -2.236047, 1.194685)
C (2.757097, 0.816542, 1.666956)
C (1.762173, 2.008969, 1.589582)
N (-1.843854, 2.252231, -0.569087)
C (-2.806114, 1.344151, -0.267572)
C (-4.174950, 1.372726, -0.484863)
H (-7.073148, -0.855224, 1.166465)
H (-6.825272, -1.627318, -0.426722)
H (-8.103311, -0.406708, -0.214071)
H (-4.899527, -1.650042, 0.890885)
H (-2.488122, -1.681635, 1.271867)
H (-0.022640, -0.095566, 0.810068)
H (2.803733, 3.235074, -1.317560)
H (3.371477, 3.703240, 0.297686)
H (4.798259, 1.896398, 0.340614)
H (4.241930, 1.369646, -1.252357)
H (2.109094, 0.985846, -2.017963)
H (0.742002, -0.575344, -3.283988)
H (0.336589, -2.852244, -2.428594)
H (0.612718, -4.499315, -0.830854)
H (2.302560, -4.587984, -0.334316)
H (1.083123, -4.030514, 0.807133)
H (3.608999, -3.203832, 0.962002)
H (3.967896, -1.549037, 1.455988)
H (2.520988, -2.373484, 2.062399)
H (3.591212, 1.074389, 2.329305)
H (2.252083, -0.055374, 2.075543)
H (0.770240, 1.727856, 1.937475)
H (2.125070, 2.834728, 2.217429)
H (-1.950061, 3.101824, -1.098685)
H (-4.664518, 2.201012, -0.970739)

Atoms 1-6, force components in eV/Å:
-0.1 -0.2 0.1
0.3 0.2 -0.1
0.2 0.3 -0.1
-0.3 -0.2 0.1
0.0 0.2 -0.1
-0.3 0.2 -0.2

relative energy (zero: lowest compared OMol25 entry of this formula, charge and spin) = 40.4 kcal per mole
net charge = 0
HOMO level = -7.5869 eV
calculated total energy = -1168.0948 Ha
LUMO energy = 0.7 eV
SMILES = COc1ccc2cc(C(=O)N3CCN(c4cccc(C)c4C)CC3)[nH]c2c1
HOMO-LUMO gap = 0.306 Eh


# 3
The following is a quantum chemistry calculation of the molecule C22H25N3O4, from the Open Molecules 2025 dataset.

Atoms and positions in Å:
C (-2.680837, 0.660745, 4.725979)
C (-2.055563, 1.488432, 3.602732)
C (-2.521513, 1.003467, 2.243841)
O (-3.382077, 1.603746, 1.622038)
N (-1.994073, -0.151382, 1.764872)
C (-0.808377, -0.821365, 2.254719)
C (-0.975360, -2.346070, 2.150092)
N (-1.254625, -2.727499, 0.776732)
C (-0.195047, -2.628154, -0.127234)
C (-0.366835, -2.168711, -1.438248)
C (0.718940, -1.913576, -2.247063)
C (2.012610, -2.132246, -1.793499)
N (3.102049, -1.603874, -2.527939)
C (3.270595, -0.260766, -2.665919)
O (4.088162, 0.223852, -3.415661)
C (2.380471, 0.522714, -1.741598)
C (2.615525, 0.455667, -0.371383)
C (1.798826, 1.136606, 0.507354)
C (0.716002, 1.871655, 0.039695)
C (0.467802, 1.931701, -1.335400)
C (1.319716, 1.274175, -2.217171)
O (-0.598001, 2.614315, -1.851608)
C (-1.556572, 3.007387, -0.888962)
C (-0.879141, 3.528475, 0.374387)
O (-0.073755, 2.521922, 0.953427)
C (2.186818, -2.760625, -0.567855)
C (1.100757, -3.008616, 0.245310)
C (-2.518936, -2.117448, 0.404071)
C (-2.412015, -0.590831, 0.443847)
H (-3.765158, 0.712654, 4.661869)
H (-2.386631, -0.384843, 4.667906)
H (-2.374583, 1.052145, 5.693568)
H (-2.395660, 2.520997, 3.694995)
H (-0.967287, 1.485857, 3.662605)
H (-0.612260, -0.546687, 3.287757)
H (0.054451, -0.527674, 1.638828)
H (-0.076159, -2.834730, 2.518608)
H (-1.817467, -2.674119, 2.765811)
H (-1.345990, -1.965398, -1.838034)
H (0.566776, -1.492959, -3.229353)
H (3.721553, -2.213920, -3.043622)
H (3.449186, -0.116128, 0.005339)
H (1.984740, 1.120295, 1.570160)
H (1.121561, 1.351257, -3.274370)
H (-2.160856, 3.785475, -1.356928)
H (-2.199987, 2.160587, -0.620771)
H (-1.625189, 3.795635, 1.122816)
H (-0.258890, 4.401114, 0.129627)
H (3.180350, -3.015372, -0.230424)
H (1.274846, -3.482182, 1.198239)
H (-2.833579, -2.458714, -0.581000)
H (-3.269540, -2.451790, 1.125640)
H (-3.375264, -0.123730, 0.230759)
H (-1.675831, -0.258080, -0.299711)

Atoms 1-6, force components in eV/Å:
0.1 0.1 -0.1
-0.1 0.0 0.0
0.3 0.1 0.3
-0.3 0.4 -0.1
-0.1 -0.3 -0.2
0.2 -0.2 0.2

relative energy (zero: lowest compared OMol25 entry of this formula, charge and spin) = 37.5 kcal per mole
net charge = 0
HOMO level = -7.8812 eV
calculated total energy = -1318.5878 Ha
LUMO energy = 0.6 eV
SMILES = CCC(=O)N1CCN(c2ccc(NC(=O)c3ccc4c(c3)OCCO4)cc2)CC1
HOMO-LUMO gap = 0.313 Eh


# 4
The following is a quantum chemistry calculation of the molecule C22H25N3O4 at a distorted geometry, from the Open Molecules 2025 dataset.

Atoms and positions in Å:
C (2.500214, 5.002258, -7.149653)
O (1.779989, 5.172786, -5.952561)
C (1.751282, 4.151869, -5.056675)
C (1.002858, 4.378724, -3.898946)
C (0.901890, 3.410253, -2.926763)
C (1.548798, 2.181171, -3.079662)
C (1.447942, 1.149044, -2.071448)
N (2.017864, 0.012986, -2.188220)
O (1.770903, -0.781296, -1.105245)
C (0.871114, -0.115595, -0.192944)
C (-0.468439, -0.874647, -0.091693)
O (-1.522538, -0.298022, -0.292801)
N (-0.400360, -2.179015, 0.216749)
C (0.776961, -2.914559, 0.607097)
C (0.820066, -3.022099, 2.147835)
N (-0.525509, -3.044453, 2.681555)
C (-0.862569, -2.194826, 3.724868)
C (0.069048, -2.013576, 4.749035)
C (-0.171967, -1.177315, 5.823183)
C (-1.374736, -0.508024, 5.910737)
C (-2.326223, -0.681905, 4.917949)
C (-2.092181, -1.505162, 3.827677)
O (-3.008087, -1.679910, 2.819128)
C (-4.143056, -0.852580, 2.783878)
C (-1.469745, -3.683411, 1.803880)
C (-1.627373, -2.907561, 0.479586)
C (0.668954, 1.280754, -0.784449)
C (2.297442, 1.961939, -4.236103)
C (2.400904, 2.929289, -5.214652)
H (2.371028, 5.929719, -7.705303)
H (3.565941, 4.841100, -6.958457)
H (2.106028, 4.169195, -7.740269)
H (0.506018, 5.329998, -3.791259)
H (0.313674, 3.607143, -2.043864)
H (1.345469, -0.102063, 0.795493)
H (0.703827, -3.909463, 0.157201)
H (1.677994, -2.441377, 0.225244)
H (1.348495, -2.159494, 2.559608)
H (1.369958, -3.931973, 2.429897)
H (1.000907, -2.556045, 4.705028)
H (0.578250, -1.061937, 6.590804)
H (-1.584529, 0.146783, 6.742380)
H (-3.260183, -0.148879, 4.997916)
H (-3.868565, 0.206594, 2.781897)
H (-4.820938, -1.055692, 3.620121)
H (-4.647989, -1.090678, 1.848413)
H (-2.431325, -3.776215, 2.301477)
H (-1.090773, -4.693364, 1.600431)
H (-1.837559, -3.594304, -0.347951)
H (-2.430564, -2.174122, 0.549435)
H (1.062324, 2.077785, -0.153338)
H (-0.394782, 1.454350, -0.968209)
H (2.796317, 1.012970, -4.352100)
H (2.987528, 2.722854, -6.095939)

Atoms 1-6, force components in eV/Å:
0.1 0.0 -0.2
-0.2 0.0 0.3
-0.1 0.0 0.3
0.1 0.2 -0.3
0.2 -0.3 0.0
0.2 0.3 -0.6

relative energy (zero: lowest compared OMol25 entry of this formula, charge and spin) = 99.5 kcal per mole
net charge = 0
HOMO level = -7.4997 eV
calculated total energy = -1318.4890 Ha
LUMO energy = 0.7 eV
SMILES = COc1ccc(C2=NO[C@H](C(=O)N3CCN(c4ccccc4OC)CC3)C2)cc1
HOMO-LUMO gap = 0.303 Eh